1.
DFT (wB97M-V/def2-TZVPD) results for a structure of composition C24H36N8O4SZr.

Geometry as XYZ:
```
74
Properties=species:S:1:pos:R:3
Zr -6.20 -0.75 17.93
C -7.64 -3.43 17.42
N -6.60 -3.01 18.39
C -5.42 -3.95 18.25
C -4.58 -3.58 17.01
C -3.49 -2.52 17.32
N -3.97 -1.29 17.99
C -3.11 -0.67 18.79
C -3.30 0.62 19.34
C -2.58 1.12 20.46
C -2.63 2.49 20.82
C -3.43 3.40 20.11
C -4.23 2.90 19.10
C -4.33 1.52 18.84
O -5.37 1.11 18.11
C -7.12 -3.12 19.79
C -6.31 -2.41 20.93
C -6.57 -0.98 21.21
N -7.04 -0.36 19.94
C -8.06 0.50 20.03
C -9.05 0.91 19.07
C -10.07 1.78 19.63
C -11.19 2.00 18.89
C -11.37 1.29 17.67
C -10.39 0.46 17.15
C -9.16 0.34 17.78
O -8.14 -0.45 17.29
H -7.94 -4.40 17.73
H -7.35 -3.45 16.39
H -8.50 -2.76 17.57
H -5.76 -4.98 18.26
H -4.86 -3.92 19.26
H -5.20 -3.24 16.14
H -4.18 -4.52 16.65
H -3.01 -2.25 16.41
H -2.66 -2.90 17.90
H -2.20 -1.15 19.09
H -1.84 0.52 20.92
H -1.99 2.82 21.58
H -3.35 4.44 20.39
H -5.01 3.53 18.64
H -7.16 -4.16 20.03
H -8.20 -2.79 19.76
H -5.24 -2.51 20.83
H -6.53 -3.01 21.82
H -5.65 -0.40 21.54
H -7.38 -0.77 21.93
H -8.31 0.96 20.98
H -9.93 2.35 20.56
H -12.01 2.64 19.33
H -12.35 1.23 17.19
H -10.65 -0.22 16.29
N -10.36 4.33 13.46
N -10.92 3.16 13.93
C -10.94 2.05 13.15
N -11.65 0.96 13.48
S -9.92 2.02 11.76
H -9.85 4.09 12.59
H -9.70 4.76 14.14
H -11.65 3.38 14.57
H -12.23 0.87 14.31
H -11.32 0.11 13.10
C -6.89 -3.38 13.21
O -6.39 -2.83 14.46
C -6.34 -1.50 14.56
O -5.86 -1.10 15.68
N -6.95 -0.73 13.67
N -7.04 0.68 13.73
H -6.87 -4.41 13.30
H -6.25 -3.04 12.36
H -7.97 -3.20 13.05
H -7.06 -1.09 12.73
H -7.80 1.05 13.17
H -7.16 0.97 14.69
```

Its HOMO energy is -12.3295 eV. The value obtained for the energy above the lowest of the compared OMol25 structures with the same formula, charge and spin is 0.0 kJ/mol. As for the spin multiplicity: 1. As for the total charge: +2.



2.
DFT (wB97M-V/def2-TZVPD) results for a cluster of 6 separate species, C24H36O12 in total.

Geometry as XYZ:
```
72
Properties=species:S:1:pos:R:3
C -1.32 -5.29 -1.29
O -1.33 -6.41 -0.36
C -0.16 -6.81 0.21
O 0.94 -6.27 0.16
O -0.45 -8.01 0.73
C 0.54 -8.84 1.44
H -0.30 -5.00 -1.56
H -1.76 -4.43 -0.78
H -1.83 -5.43 -2.25
H 1.49 -8.51 1.03
H 0.49 -9.90 1.20
H 0.49 -8.77 2.53
C -0.52 0.31 8.74
O 0.49 -0.49 8.26
C 0.31 -1.63 7.91
O -0.79 -2.13 7.58
O 1.43 -2.23 8.17
C 1.47 -3.62 7.82
H -0.66 1.06 7.97
H -0.22 0.73 9.70
H -1.44 -0.25 8.88
H 2.40 -4.09 8.14
H 1.36 -3.73 6.74
H 0.68 -4.12 8.37
C -4.67 3.20 -7.20
O -5.72 2.99 -6.22
C -6.60 2.04 -6.34
O -6.64 1.24 -7.31
O -7.40 2.14 -5.37
C -8.58 1.34 -5.33
H -4.18 4.11 -6.85
H -5.21 3.23 -8.14
H -3.86 2.47 -7.21
H -9.31 1.88 -5.93
H -8.91 1.15 -4.31
H -8.47 0.41 -5.88
C 3.49 4.56 -3.19
O 3.54 5.57 -4.27
C 2.39 5.87 -4.87
O 1.32 5.25 -4.80
O 2.56 7.09 -5.46
C 1.53 7.67 -6.15
H 4.44 4.58 -2.66
H 3.30 3.52 -3.46
H 2.78 4.82 -2.42
H 0.70 8.02 -5.53
H 1.18 7.09 -7.01
H 2.11 8.46 -6.63
C 6.78 0.26 0.94
C 6.91 1.01 2.06
C 6.23 0.68 3.21
C 5.45 -0.46 3.20
C 5.29 -1.18 2.04
C 6.01 -0.88 0.93
H 7.36 0.55 0.08
H 7.52 1.90 1.99
H 6.33 1.29 4.10
H 4.85 -0.64 4.08
H 4.61 -2.00 1.85
H 5.89 -1.48 0.04
C -1.20 0.15 1.77
C -0.67 0.61 0.59
C -1.48 0.87 -0.46
C -2.86 0.75 -0.31
C -3.37 0.38 0.89
C -2.54 -0.07 1.86
H -0.52 0.01 2.61
H 0.34 0.92 0.39
H -1.12 1.32 -1.38
H -3.52 1.16 -1.06
H -4.44 0.42 0.97
H -2.96 -0.41 2.79
```

Its HOMO energy is -9.3239 eV. The value obtained for the energy above the lowest of the compared OMol25 structures with the same formula, charge and spin is 525.9 kJ/mol. The structure (SMILES) is COC(=O)OC.COC(=O)OC.COC(=O)OC.COC(=O)OC.c1ccccc1.c1ccccc1. As for the spin multiplicity: 1.



3.
DFT (wB97M-V/def2-TZVPD) results for a cluster of 6 separate species, C24H36O18 in total.

Geometry as XYZ:
```
78
Properties=species:S:1:pos:R:3
C -25.19 -11.69 -9.93
C -24.40 -11.95 -8.64
C -24.43 -10.80 -7.56
O -24.75 -11.55 -6.42
C -25.18 -12.77 -6.79
O -25.71 -13.55 -6.04
O -25.16 -12.92 -8.20
H -24.49 -11.30 -10.66
H -26.05 -11.02 -9.88
H -25.57 -12.55 -10.48
H -23.45 -12.44 -8.87
H -25.15 -10.02 -7.81
H -23.42 -10.38 -7.53
C -22.28 -8.97 -12.51
C -21.56 -9.84 -11.37
C -21.30 -11.35 -11.65
O -19.87 -11.46 -11.37
C -19.23 -10.22 -11.30
O -18.02 -9.98 -11.20
O -20.22 -9.31 -11.43
H -22.05 -9.54 -13.41
H -21.97 -7.93 -12.68
H -23.35 -8.95 -12.31
H -22.09 -9.79 -10.41
H -21.68 -11.61 -12.64
H -21.77 -11.94 -10.86
C -15.84 -6.27 -12.52
C -15.77 -6.33 -10.93
C -15.80 -7.68 -10.26
O -14.66 -7.62 -9.43
C -13.93 -6.50 -9.70
O -12.90 -6.20 -9.18
O -14.53 -5.80 -10.70
H -16.71 -5.70 -12.83
H -16.04 -7.25 -12.96
H -15.00 -5.98 -13.15
H -16.60 -5.74 -10.53
H -15.71 -8.44 -11.04
H -16.71 -7.54 -9.67
C -22.67 -14.49 -13.81
C -22.33 -15.84 -14.29
C -21.31 -16.54 -13.44
O -22.07 -17.59 -12.83
C -23.25 -17.68 -13.52
O -24.11 -18.56 -13.40
O -23.47 -16.66 -14.29
H -23.02 -14.45 -12.78
H -23.35 -13.92 -14.44
H -21.77 -13.88 -13.85
H -22.02 -15.86 -15.34
H -20.97 -16.00 -12.55
H -20.36 -16.77 -13.92
C -18.86 -11.82 -15.45
C -19.61 -10.50 -15.75
C -19.13 -9.33 -14.80
O -19.08 -8.27 -15.61
C -18.93 -8.72 -16.93
O -18.56 -8.11 -17.92
O -19.22 -10.03 -17.02
H -19.39 -12.47 -16.16
H -18.91 -12.30 -14.48
H -17.86 -11.59 -15.81
H -20.69 -10.62 -15.72
H -18.20 -9.66 -14.35
H -19.82 -9.10 -13.99
C -28.90 -10.08 -15.87
C -27.78 -8.98 -15.69
C -28.16 -7.73 -14.98
O -27.76 -7.88 -13.69
C -26.82 -8.80 -13.71
O -26.07 -9.06 -12.75
O -26.71 -9.41 -14.86
H -29.70 -9.74 -16.52
H -29.28 -10.40 -14.90
H -28.54 -10.93 -16.44
H -27.36 -8.89 -16.69
H -29.25 -7.64 -14.92
H -27.67 -6.84 -15.37
```

Its HOMO energy is -10.6766 eV. The value obtained for the energy above the lowest of the compared OMol25 structures with the same formula, charge and spin is 564.6 kJ/mol. The structure (SMILES) is C[C@H]1COC(=O)O1.C[C@H]1COC(=O)O1.C[C@H]1COC(=O)O1.C[C@H]1COC(=O)O1.C[C@H]1COC(=O)O1.C[C@H]1COC(=O)O1. As for the spin multiplicity: 1.



4.
DFT (wB97M-V/def2-TZVPD) results for a structure of composition C24H36P2PbSi.

Geometry as XYZ:
```
64
Properties=species:S:1:pos:R:3
C 0.82 2.93 0.97
C 1.33 3.32 -0.31
C 0.42 2.85 -1.31
H 2.20 3.96 -0.49
C -0.65 2.16 -0.65
C -0.42 2.23 0.76
H -1.12 1.94 1.53
H 1.23 3.22 1.95
H 0.46 3.06 -2.38
H -1.55 1.76 -1.13
Pb 1.55 0.77 -0.13
C -1.39 -0.92 -3.13
H -2.25 -0.24 -3.20
H -1.66 -1.84 -2.58
H -0.59 -0.41 -2.55
Si -0.59 -1.11 -4.75
C 1.17 -1.19 -5.25
C 1.93 -0.01 -5.23
H 1.67 0.80 -4.54
C 2.98 0.15 -6.14
H 3.54 1.09 -6.17
C 3.31 -0.89 -7.02
H 4.10 -0.75 -7.77
C 2.65 -2.13 -6.93
H 2.94 -2.96 -7.58
C 1.61 -2.30 -6.02
H 1.09 -3.26 -5.93
C -1.52 -0.16 -6.03
C -0.87 0.31 -7.19
H 0.17 0.02 -7.38
C -1.53 1.14 -8.08
H -0.99 1.53 -8.94
C -2.87 1.47 -7.88
H -3.38 2.14 -8.57
C -3.55 0.95 -6.78
H -4.61 1.18 -6.62
C -2.89 0.14 -5.85
H -3.42 -0.25 -4.99
H -1.05 -2.72 -4.98
H -1.49 -2.71 -4.28
C 1.78 -3.44 0.02
P 0.41 -4.54 0.56
C 1.03 -4.99 2.25
C -0.91 -3.27 0.96
C -0.85 -2.48 2.28
P 0.22 -0.95 2.26
C -0.82 0.08 3.37
C 1.52 -1.42 3.47
H 2.53 -4.11 -0.43
H 2.25 -2.89 0.85
H 1.44 -2.75 -0.76
H 0.20 -5.38 2.85
H 1.75 -5.81 2.10
H 1.53 -4.16 2.77
H -0.96 -2.59 0.10
H -1.83 -3.88 0.96
H -1.87 -2.11 2.49
H -0.55 -3.12 3.13
H -1.10 -0.48 4.28
H -0.26 0.98 3.66
H -1.73 0.38 2.84
H 1.14 -2.12 4.23
H 2.39 -1.86 2.96
H 1.85 -0.50 3.97
```

Its HOMO energy is -13.0977 eV. The value obtained for the energy above the lowest of the compared OMol25 structures with the same formula, charge and spin is 0.0 kJ/mol. As for the spin multiplicity: 1. As for the total charge: +2.



5.
DFT (wB97M-V/def2-TZVPD) results for a structure of composition C24H37AlBr2F3O10.

Geometry as XYZ:
```
77
Properties=species:S:1:pos:R:3
F -4.99 -4.79 -4.03
C -6.20 -4.84 -3.51
F -6.92 -3.87 -4.07
Br -6.17 -4.45 -1.61
C -6.86 -6.22 -3.85
F -7.11 -6.27 -5.17
Br -8.57 -6.33 -2.91
C -5.89 -7.35 -3.49
C -6.50 -8.75 -3.37
Al -4.89 -10.03 -3.24
H -5.16 -7.42 -4.30
H -5.31 -7.14 -2.59
H -7.06 -8.98 -4.28
H -7.15 -8.82 -2.49
H -5.12 -11.20 -2.14
H -3.55 -9.18 -2.89
H -4.59 -10.74 -4.67
O -2.10 -6.48 -2.16
C -1.81 -5.33 -2.06
O -1.67 -4.70 -0.85
C -1.45 -3.30 -1.06
C -0.90 -3.18 -2.47
C -1.60 -4.33 -3.18
H -2.40 -2.77 -0.93
H -0.74 -2.94 -0.31
H -1.08 -2.21 -2.92
H 0.17 -3.35 -2.47
H -2.58 -4.04 -3.57
H -0.99 -4.76 -3.97
O 1.15 -1.40 -3.14
C 1.36 -0.51 -2.37
O 0.71 -0.40 -1.18
C 1.09 0.83 -0.53
C 2.43 1.20 -1.13
C 2.30 0.66 -2.55
H 0.32 1.57 -0.72
H 1.16 0.66 0.55
H 2.64 2.27 -1.09
H 3.24 0.68 -0.61
H 1.84 1.38 -3.23
H 3.26 0.33 -2.96
O 4.71 2.58 1.61
C 5.54 1.73 1.47
O 5.62 0.94 0.37
C 6.63 -0.06 0.55
C 7.56 0.50 1.62
C 6.60 1.32 2.47
H 6.15 -0.99 0.86
H 7.14 -0.23 -0.40
H 8.10 -0.27 2.16
H 8.30 1.16 1.16
H 6.13 0.72 3.25
H 7.07 2.20 2.91
O 4.42 3.54 4.82
C 3.90 4.57 4.52
O 3.19 5.33 5.39
C 2.60 6.45 4.71
C 3.44 6.64 3.45
C 3.87 5.21 3.14
H 1.57 6.21 4.48
H 2.62 7.32 5.35
H 2.90 7.13 2.65
H 4.32 7.25 3.68
H 3.14 4.69 2.52
H 4.85 5.17 2.68
O 0.43 8.23 3.95
C -0.58 7.72 3.54
O -0.59 6.51 2.93
C -1.92 6.22 2.46
C -2.84 7.08 3.30
C -1.98 8.30 3.57
H -1.97 6.46 1.39
H -2.11 5.15 2.58
H -3.79 7.30 2.80
H -3.07 6.57 4.24
H -2.06 9.05 2.78
H -2.19 8.75 4.54
```

Its HOMO energy is -4.5650 eV. As for the spin multiplicity: 1. As for the total charge: -1.



6.
DFT (wB97M-V/def2-TZVPD) results for a structure of composition C24H37BBrF2N7O2PtSb.

Geometry as XYZ:
```
76
Properties=species:S:1:pos:R:3
Pt -0.22 -0.36 -0.59
C 0.19 -2.98 -3.24
O 0.81 -2.45 -2.04
C 1.75 -3.18 -1.45
C 2.29 -4.32 -1.99
C 3.28 -5.00 -1.29
Br 4.02 -6.53 -2.02
C 3.74 -4.55 -0.04
C 3.24 -3.42 0.53
C 2.21 -2.66 -0.15
O 1.72 -1.61 0.34
C 3.73 -2.99 1.84
N 3.26 -1.98 2.56
C 3.95 -1.88 3.77
C 3.83 -1.01 4.85
C 4.70 -1.22 5.90
C 5.66 -2.25 5.87
C 5.78 -3.10 4.80
C 4.90 -2.90 3.75
N 4.73 -3.55 2.53
H 0.91 -2.99 -4.06
H -0.62 -2.30 -3.47
H -0.20 -3.97 -3.06
H 1.97 -4.69 -2.95
H 4.50 -5.15 0.46
H 2.50 -1.41 2.21
H 3.08 -0.23 4.87
H 4.65 -0.57 6.76
H 6.33 -2.36 6.72
H 6.52 -3.90 4.79
H 5.28 -4.34 2.22
C -1.17 2.09 -4.77
N -0.45 2.79 -3.70
C 0.25 4.04 -4.03
C -0.31 2.19 -2.51
N -0.78 1.01 -2.20
N 0.39 2.93 -1.56
C 0.62 2.67 -0.23
N 1.26 3.66 0.42
N 0.24 1.57 0.35
H -1.42 2.81 -5.54
H -2.10 1.67 -4.40
H -0.56 1.30 -5.21
H 0.01 4.31 -5.06
H 1.33 3.93 -3.97
H -0.09 4.87 -3.41
H -1.26 0.58 -2.97
H 0.78 3.80 -1.90
H 1.52 4.52 -0.03
H 1.48 3.57 1.39
H 0.46 1.53 1.33
F -1.03 -3.05 0.48
B -1.40 -1.79 0.30
F -2.64 -1.50 0.74
C -2.91 4.39 0.18
C -3.94 3.40 -0.35
Sb -3.49 1.37 0.16
C -5.12 0.22 -0.62
C -4.92 -0.13 -2.10
C -3.54 1.32 2.30
C -4.95 1.67 2.79
H -3.19 5.41 -0.11
H -1.91 4.19 -0.23
H -2.85 4.37 1.27
H -4.04 3.43 -1.44
H -4.94 3.57 0.08
H -6.00 0.85 -0.45
H -5.18 -0.67 0.01
H -4.88 0.77 -2.72
H -5.77 -0.72 -2.45
H -4.02 -0.71 -2.26
H -2.79 2.03 2.63
H -3.23 0.31 2.58
H -5.26 2.67 2.49
H -4.97 1.63 3.88
H -5.70 0.96 2.43
```

Its HOMO energy (spin up / spin down) is -15.2495 / -15.9126 eV. The value obtained for the energy above the lowest of the compared OMol25 structures with the same formula, charge and spin is 30.9 kJ/mol. As for the spin multiplicity: 5. As for the total charge: +3. The expectation value of S² is 6.032.



Short version: E = -57686.76815 -50038.20615 -62323.47616 -57157.99777 -200799.01833 -125929.56917 eV, in the order given.
Short version: F_max = 0.056 0.145 0.153 0.045 0.040 0.007 hartree/bohr, in the order given.